This record from OMol25 describes 2 unconnected molecules or ions with the total composition C47H44F6N3 in a non-equilibrium geometry. The level of theory is the ωB97M-V functional and the def2-TZVPD basis.

LUMO ... -4.763 eV
Net charge ... +1

Positions of all 100 atoms, in Å:
F (-0.709, 4.397, -6.234)
C (0.304, 3.854, -5.501)
F (0.237, 2.490, -5.640)
F (1.488, 4.241, -6.091)
C (0.311, 4.238, -4.051)
N (1.443, 3.568, -3.381)
C (2.674, 4.233, -3.414)
C (2.690, 5.620, -3.177)
C (3.859, 6.349, -3.374)
C (5.023, 5.697, -3.794)
C (5.020, 4.314, -4.008)
C (3.857, 3.571, -3.803)
C (1.259, 2.365, -2.738)
C (2.274, 1.746, -1.969)
C (1.972, 0.727, -1.082)
C (0.628, 0.354, -0.821)
C (0.262, -0.387, 0.379)
C (-0.698, 0.169, 1.301)
C (-1.126, -0.620, 2.404)
C (-2.266, -0.306, 3.111)
C (-2.901, 0.945, 2.898)
N (-4.069, 1.259, 3.560)
C (-4.989, 0.179, 3.944)
C (-5.962, -0.020, 2.817)
F (-6.843, -1.034, 2.987)
F (-6.683, 1.147, 2.638)
F (-5.279, -0.239, 1.643)
C (-4.373, 2.554, 4.041)
C (-4.564, 3.652, 3.179)
C (-4.894, 4.898, 3.711)
C (-5.065, 5.054, 5.093)
C (-4.944, 3.946, 5.944)
C (-4.615, 2.700, 5.417)
C (-2.329, 1.850, 1.975)
C (-1.294, 1.455, 1.152)
C (-0.354, 0.854, -1.724)
C (-0.026, 1.771, -2.707)
H (0.460, 5.318, -4.022)
H (-0.639, 3.962, -3.583)
H (1.767, 6.093, -2.827)
H (3.836, 7.420, -3.189)
H (5.928, 6.278, -3.961)
H (5.929, 3.800, -4.340)
H (3.850, 2.486, -3.949)
H (3.303, 2.092, -2.040)
H (2.770, 0.288, -0.475)
H (0.961, -1.104, 0.818)
H (-0.576, -1.538, 2.618)
H (-2.666, -1.027, 3.827)
H (-4.468, -0.766, 4.111)
H (-5.545, 0.496, 4.826)
H (-4.485, 3.516, 2.099)
H (-5.020, 5.751, 3.037)
H (-5.309, 6.030, 5.514)
H (-5.102, 4.046, 7.022)
H (-4.526, 1.815, 6.053)
H (-2.751, 2.844, 1.860)
H (-0.935, 2.129, 0.380)
H (-1.401, 0.562, -1.632)
H (-0.771, 2.061, -3.438)
C (4.527, -2.672, 3.399)
C (4.085, -3.977, 3.504)
C (3.446, -4.621, 2.424)
C (3.114, -5.994, 2.488)
C (2.706, -6.679, 1.355)
C (2.538, -5.979, 0.144)
C (2.648, -4.591, 0.096)
C (2.266, -3.867, -1.179)
C (1.106, -2.845, -1.097)
C (0.643, -2.520, -2.526)
C (-0.771, -3.122, -2.716)
C (-0.721, -4.613, -2.257)
C (-0.380, -4.711, -0.781)
N (0.000, -3.287, -0.234)
C (-1.344, -2.635, -0.354)
C (-1.715, -2.312, -1.776)
C (3.221, -3.886, 1.203)
C (3.646, -2.538, 1.140)
C (4.290, -1.941, 2.217)
H (5.064, -2.209, 4.225)
H (4.253, -4.557, 4.409)
H (3.251, -6.525, 3.430)
H (2.514, -7.753, 1.378)
H (2.249, -6.538, -0.757)
H (3.138, -3.291, -1.536)
H (2.055, -4.601, -1.976)
H (1.541, -1.939, -0.661)
H (0.649, -1.427, -2.630)
H (1.347, -2.918, -3.272)
H (-1.092, -3.050, -3.766)
H (-1.692, -5.089, -2.438)
H (0.021, -5.152, -2.852)
H (-1.249, -5.067, -0.214)
H (0.441, -5.406, -0.622)
H (-2.079, -3.363, 0.026)
H (-1.437, -1.787, 0.320)
H (-1.584, -1.237, -1.926)
H (-2.777, -2.550, -1.929)
H (3.522, -1.982, 0.207)
H (4.629, -0.910, 2.138)